[1]
This record from OMol25 describes 2 unconnected molecules or ions with the total composition C3H6F3N. The level of theory is ωB97M-V/def2-TZVPD.

```
13
Properties=species:S:1:pos:R:3
C 0.23763 -1.47927 -0.03410
C -0.22923 1.62440 0.21109
C 1.05046 -0.26805 0.43307
N 2.08195 0.18210 -0.49064
F 1.28665 -0.19601 1.65933
F 2.77260 1.25877 -0.07920
F 3.22346 -0.83652 -0.49071
H -0.72739 -1.15848 -0.65911
H 0.85931 -2.12102 -0.63285
H -0.21828 -2.01669 0.83321
H 0.34972 2.49887 -0.04848
H -0.91413 1.48149 -0.67536
H -0.82754 1.39212 1.09438
```

Summary:
2S+1: 1
electronic energy: -12843.848 eV
HOMO level: -9.41 eV
max |F|: 6.24 eV/A

=====

[2]
This record from OMol25 describes 3 unconnected molecules or ions with the total composition C3H6F3NO. The level of theory is ωB97M-V/def2-TZVPD.

```
14
Properties=species:S:1:pos:R:3
H 0.45193 -1.12450 0.10009
N -0.51550 -1.05090 0.43025
C -0.89365 0.09541 0.03725
C -0.32018 1.21426 -0.78187
H -1.86852 0.39616 0.20207
H -0.25267 2.03315 -0.02211
H -0.85094 1.45927 -1.75200
H 0.65127 0.99150 -0.97630
O 0.33906 -3.39325 2.26161
C -0.79560 -3.44587 2.36670
F -1.48977 -2.73474 3.23542
F -1.61303 -4.18472 1.65869
F 2.61965 -1.99745 1.40388
H 1.78507 -2.30674 1.13346
```

Summary:
2S+1: 1
electronic energy: -14897.522 eV
HOMO level: -10.76 eV
max |F|: 3.46 eV/A

=====

[3]
This record from OMol25 describes 2 unconnected molecules or ions with the total composition C3H6F3NO. The level of theory is ωB97M-V/def2-TZVPD.

```
14
Properties=species:S:1:pos:R:3
C -0.42726 1.24136 0.24638
C -0.21948 -0.18082 -0.25809
C 1.29648 0.28247 -2.05460
N 0.47419 -1.06237 0.48323
O -1.19009 -0.68757 -1.05460
F 1.63579 1.57966 -2.47918
F 0.91828 -0.41777 -3.19173
F 2.49600 -0.26889 -1.69818
H -1.14616 1.00727 1.03150
H 0.47898 1.82881 0.62392
H -0.98975 2.00055 -0.43084
H 0.43706 -2.07480 0.14208
H 1.27282 -0.73510 1.13230
H -0.82940 -1.19972 -1.87574
```

Summary:
2S+1: 1
electronic energy: -14895.987 eV
HOMO level: -8.13 eV
max |F|: 3.91 eV/A

=====

[4]
This record from OMol25 describes C3H6F3P in the gas phase. The level of theory is ωB97M-V/def2-TZVPD.

```
13
Properties=species:S:1:pos:R:3
C 0.46962 -0.02065 -1.67285
C 1.14380 0.36931 -0.35668
P -0.10120 -0.12278 1.04388
F -0.27145 -1.63104 0.64527
F 0.77081 -0.30425 2.41423
C -1.77516 0.05763 1.75124
F -2.56786 -0.26869 0.68640
H 1.28885 -0.03524 -2.39425
H -0.39044 0.65163 -1.94908
H 0.02818 -1.10058 -1.53660
H 2.05804 -0.12214 -0.20575
H 1.27662 1.43019 -0.34316
H -1.92981 1.09661 1.91736
```

Summary:
2S+1: 1
electronic energy: -20648.289 eV
HOMO level: -8.27 eV
max |F|: 2.95 eV/A